Formula: H12O6
Source: the Open Molecules 2025 dataset
Level of theory: ωB97M-V/def2-TZVPD

Output
- SMILES = O.O.O.O.O.O
- energy above the lowest of the compared OMol25 structures with the same formula, charge and spin (eV) = 4.108
- Kohn-Sham gap (eV) = 10.49
- highest occupied orbital energy (Ha) = -0.378

Last column: natural (NBO) charge in e.
Element x y z (Å)
O (-2.245, -1.170, 0.392)  -0.975
H (-2.308, -1.402, -0.560)  0.481
H (-2.447, -0.210, 0.477)  0.476
O (0.749, 2.970, -0.450)  -0.989
H (0.598, 1.984, -0.566)  0.502
H (1.390, 3.330, -1.185)  0.462
O (-1.883, -1.207, -2.233)  -0.887
H (-1.302, -1.830, -2.209)  0.468
H (-1.757, -0.716, -2.889)  0.466
O (1.300, -1.260, 1.157)  -0.993
H (1.347, -1.707, 2.126)  0.520
H (2.093, -0.938, 0.745)  0.487
O (-0.001, 0.388, -0.890)  -0.981
H (-0.652, -0.087, -1.428)  0.473
H (-0.116, -0.162, -0.121)  0.501
O (1.434, 0.875, 2.787)  -0.900
H (1.490, 0.444, 2.025)  0.451
H (2.309, 0.693, 2.824)  0.438



Formula: H12O6
Source: the Open Molecules 2025 dataset
Level of theory: ωB97M-V/def2-TZVPD

Output
- SMILES = O.O.O.O.O.O
- energy above the lowest of the compared OMol25 structures with the same formula, charge and spin (eV) = 2.832
- Kohn-Sham gap (eV) = 10.52
- highest occupied orbital energy (Ha) = -0.375

Last column: natural (NBO) charge in e.
Element x y z (Å)
O (-0.011, -0.451, 1.163)  -0.946
H (0.321, -1.319, 1.417)  0.456
H (-0.362, -0.584, 0.276)  0.486
O (-2.963, 0.375, 1.140)  -0.924
H (-3.008, 1.247, 1.548)  0.477
H (-3.703, -0.105, 1.530)  0.460
O (-1.911, 0.880, -0.515)  -0.937
H (-1.642, 0.884, -1.441)  0.441
H (-2.869, 0.774, -0.550)  0.485
O (4.910, -1.065, 0.376)  -0.938
H (4.792, -0.603, 1.213)  0.471
H (4.310, -0.613, -0.228)  0.468
O (-1.396, -2.370, -1.216)  -0.936
H (-2.358, -2.377, -1.275)  0.470
H (-1.108, -2.160, -2.112)  0.466
O (1.685, 2.585, -0.680)  -0.927
H (1.037, 3.144, -1.124)  0.466
H (2.089, 2.081, -1.395)  0.461



Formula: H12O6
Source: the Open Molecules 2025 dataset
Level of theory: ωB97M-V/def2-TZVPD

Output
- SMILES = O.O.O.O.O.O
- energy above the lowest of the compared OMol25 structures with the same formula, charge and spin (eV) = 1.694
- Kohn-Sham gap (eV) = 10.14
- highest occupied orbital energy (Ha) = -0.377

Last column: natural (NBO) charge in e.
Element x y z (Å)
O (2.674, -0.205, -0.170)  -0.942
H (2.045, -0.689, 0.317)  0.470
H (3.552, -0.515, 0.115)  0.488
O (-0.265, 0.820, -0.776)  -0.972
H (-0.276, -0.090, -1.096)  0.479
H (0.605, 1.080, -0.992)  0.476
O (-2.918, -1.230, -0.456)  -0.934
H (-3.485, -1.559, -1.128)  0.465
H (-2.072, -1.114, -0.827)  0.462
O (-0.142, -1.810, -1.316)  -0.958
H (-0.055, -2.025, -0.349)  0.492
H (-0.697, -2.504, -1.704)  0.497
O (2.022, 1.957, 1.601)  -0.959
H (2.145, 1.266, 0.937)  0.479
H (2.139, 1.513, 2.476)  0.463
O (-2.045, 1.579, 1.386)  -0.952
H (-1.786, 1.270, 0.479)  0.488
H (-1.443, 2.256, 1.503)  0.457



Formula: H12O6Ti
Source: the Open Molecules 2025 dataset
Level of theory: ωB97M-V/def2-TZVPD

Output
- energy above the lowest of the compared OMol25 structures with the same formula, charge and spin (eV) = 3.181
- Kohn-Sham gap (spin up / spin down) (eV) = 6.81 / 10.13
- 2S+1 = 4
- highest occupied orbital energy (spin up / spin down) (Ha) = -0.392 / -0.522
- charge = +1

Last column: natural (NBO) charge in e.
Element x y z (Å)
Ti (-0.345, 0.161, 0.004)  0.983
O (3.072, 0.042, 1.668)  -0.960
H (3.612, -0.523, 2.222)  0.485
H (3.690, 0.666, 1.288)  0.477
O (-1.030, 0.839, 3.516)  -0.956
H (-0.282, 1.335, 3.848)  0.479
H (-1.790, 1.381, 3.729)  0.482
O (1.583, -0.782, -3.137)  -0.961
H (2.505, -0.769, -3.392)  0.481
H (1.179, -1.415, -3.730)  0.482
O (0.396, 3.652, -0.204)  -0.958
H (1.190, 3.506, -0.718)  0.475
H (0.588, 4.432, 0.317)  0.486
O (-1.637, -4.036, 0.418)  -0.948
H (-1.633, -4.941, 0.107)  0.480
H (-1.076, -4.046, 1.193)  0.469
O (-2.987, 0.004, -2.412)  -0.958
H (-3.207, 0.935, -2.417)  0.477
H (-3.827, -0.441, -2.299)  0.486



Formula: H12O6Zn
Source: the Open Molecules 2025 dataset
Level of theory: ωB97M-V/def2-TZVPD

Output
- energy above the lowest of the compared OMol25 structures with the same formula, charge and spin (eV) = 0.477
- Kohn-Sham gap (eV) = 13.22
- highest occupied orbital energy (Ha) = -0.749
- charge = +2

Last column: natural (NBO) charge in e.
Element x y z (Å)
Zn (5.940, -24.093, 0.091)  1.754
O (4.062, -24.519, -0.567)  -1.012
H (3.321, -24.782, -0.021)  0.528
H (3.682, -24.373, -1.433)  0.527
O (5.337, -22.270, 0.725)  -1.011
H (4.880, -21.525, 0.335)  0.533
H (5.545, -21.985, 1.615)  0.522
O (7.854, -23.734, 0.767)  -1.001
H (8.231, -23.985, 1.610)  0.521
H (8.560, -23.876, 0.137)  0.522
O (6.458, -23.460, -1.741)  -1.016
H (6.162, -22.596, -2.027)  0.525
H (6.755, -23.890, -2.543)  0.534
O (5.781, -24.781, 2.081)  -1.008
H (5.702, -25.707, 2.310)  0.517
H (5.813, -24.327, 2.923)  0.525
O (6.408, -26.045, -0.308)  -1.002
H (6.540, -26.661, 0.413)  0.514
H (6.157, -26.594, -1.050)  0.529



Formula: H13S7
Source: the Open Molecules 2025 dataset
Level of theory: ωB97M-V/def2-TZVPD

Output
- energy above the lowest of the compared OMol25 structures with the same formula, charge and spin (eV) = 0.452
- Kohn-Sham gap (eV) = 6.67
- highest occupied orbital energy (Ha) = -0.146
- charge = -1

Last column: natural (NBO) charge in e.
Element x y z (Å)
S (1.859, 0.294, -2.043)  -1.007
H (2.933, -0.157, -2.692)  0.113
S (-2.165, 0.022, -3.066)  -0.371
H (-2.008, -0.034, -1.729)  0.155
H (-0.814, -0.032, -3.297)  0.205
S (0.251, 4.076, -1.603)  -0.365
H (1.530, 4.667, -1.501)  0.148
H (0.560, 2.754, -1.691)  0.203
S (1.860, -2.295, 0.956)  -0.402
H (1.286, -1.860, -0.215)  0.207
H (3.061, -1.600, 0.858)  0.186
S (2.231, 1.095, 1.508)  -0.396
H (3.408, 1.734, 1.503)  0.120
H (2.132, 1.181, 0.129)  0.213
S (-1.803, -3.053, 0.537)  -0.329
H (-0.685, -2.722, 1.385)  0.186
H (-1.395, -3.391, -0.585)  0.135
S (-2.639, -0.124, 3.752)  -0.285
H (-1.461, 0.230, 4.213)  0.142
H (-2.058, -0.998, 2.959)  0.142



Formula: H14NO5
Source: the Open Molecules 2025 dataset
Level of theory: ωB97M-V/def2-TZVPD

Output
- energy above the lowest of the compared OMol25 structures with the same formula, charge and spin (eV) = 0.839
- Kohn-Sham gap (eV) = 12.08
- highest occupied orbital energy (Ha) = -0.548
- charge = +1

Last column: natural (NBO) charge in e.
Element x y z (Å)
N (-0.377, 0.619, -0.583)  -0.883
H (-0.872, -0.276, -0.544)  0.443
H (0.617, 0.403, -0.748)  0.478
H (-0.819, 1.239, -1.254)  0.443
H (-0.522, 0.974, 0.372)  0.468
H (1.987, -0.212, 3.853)  0.491
H (0.524, -0.198, 4.219)  0.484
O (1.113, -0.097, 3.470)  -0.959
H (-0.395, -3.710, -1.318)  0.487
H (-1.228, -2.477, -1.458)  0.464
O (-0.336, -2.756, -1.238)  -0.950
H (2.966, 0.331, -0.296)  0.492
H (2.881, -0.947, -1.107)  0.503
O (2.373, -0.155, -0.912)  -0.968
H (-0.544, 2.739, 2.422)  0.488
H (0.370, 1.535, 2.701)  0.509
O (0.005, 2.087, 1.979)  -0.993
H (-2.834, -0.337, -3.493)  0.488
H (-2.411, 1.028, -3.284)  0.476
O (-2.498, 0.212, -2.783)  -0.962



Formula: H14NO5
Source: the Open Molecules 2025 dataset
Level of theory: ωB97M-V/def2-TZVPD

Output
- energy above the lowest of the compared OMol25 structures with the same formula, charge and spin (eV) = 2.333
- Kohn-Sham gap (eV) = 11.36
- highest occupied orbital energy (Ha) = -0.541
- charge = +1

Last column: natural (NBO) charge in e.
Element x y z (Å)
N (-0.326, 0.033, 0.219)  -0.834
H (0.363, -0.186, 1.113)  0.459
H (-0.433, 1.001, 0.140)  0.464
H (-1.136, -0.530, 0.258)  0.464
H (0.139, -0.409, -0.452)  0.431
O (-0.931, 2.738, 1.605)  -0.950
H (-0.199, 2.674, 2.226)  0.472
H (-1.630, 2.736, 2.238)  0.483
O (1.488, 2.247, -1.473)  -0.981
H (2.265, 2.230, -0.882)  0.484
H (0.961, 3.114, -1.355)  0.500
O (1.743, -1.681, -2.245)  -0.999
H (2.035, -0.866, -2.803)  0.509
H (2.123, -2.465, -2.713)  0.503
O (-3.298, -0.727, 1.151)  -0.965
H (-3.783, -1.520, 1.085)  0.482
H (-4.081, -0.099, 1.248)  0.488
O (1.221, -2.892, 0.279)  -0.985
H (2.005, -2.869, 0.937)  0.487
H (1.477, -2.533, -0.568)  0.492



Formula: H14NO5
Source: the Open Molecules 2025 dataset
Level of theory: ωB97M-V/def2-TZVPD

Output
- energy above the lowest of the compared OMol25 structures with the same formula, charge and spin (eV) = 0.000
- Kohn-Sham gap (spin up / spin down) (eV) = 11.07 / 2.60
- 2S+1 = 2
- highest occupied orbital energy (spin up / spin down) (Ha) = -0.645 / -0.645
- charge = +2

Last column: natural (NBO) charge in e.
Element x y z (Å)
N (-0.271, 1.308, -0.805)  -0.889
H (0.394, 0.511, -0.775)  0.456
H (0.084, 2.039, -1.420)  0.452
H (-1.166, 1.042, -1.210)  0.459
H (-0.368, 1.679, 0.154)  0.469
H (0.049, -4.701, -1.535)  0.513
H (0.225, -4.552, -0.001)  0.493
O (-0.081, -4.081, -0.794)  -0.661
H (-1.731, 3.078, 1.685)  0.502
H (-0.335, 3.708, 1.790)  0.508
O (-0.843, 3.047, 1.310)  -0.983
H (0.842, -0.888, 4.484)  0.516
H (1.602, -2.143, 3.975)  0.511
O (1.544, -1.170, 3.854)  -0.422
H (2.246, -0.980, -0.709)  0.501
H (1.332, -1.905, 0.008)  0.493
O (1.410, -0.969, -0.215)  -0.922
H (-1.221, 1.927, -4.128)  0.494
H (-2.563, 1.668, -3.526)  0.495
O (-1.663, 1.907, -3.269)  -0.984



Formula: H14O7
Source: the Open Molecules 2025 dataset
Level of theory: ωB97M-V/def2-TZVPD

Output
- energy above the lowest of the compared OMol25 structures with the same formula, charge and spin (eV) = 0.510
- Kohn-Sham gap (spin up / spin down) (eV) = 2.79 / 10.84
- 2S+1 = 2
- highest occupied orbital energy (spin up / spin down) (Ha) = 0.010 / -0.287
- charge = -1

Last column: natural (NBO) charge in e.
Element x y z (Å)
O (-19.077, 8.822, 5.370)  -1.039
H (-19.318, 8.494, 6.237)  0.436
H (-18.528, 9.586, 5.547)  0.498
O (-21.697, 7.547, 7.926)  -1.007
H (-21.554, 8.471, 7.724)  0.428
H (-22.627, 7.404, 7.750)  0.459
O (-17.496, 6.858, 7.718)  -0.972
H (-18.387, 6.801, 7.374)  0.474
H (-17.577, 7.394, 8.507)  0.443
O (-20.728, 8.568, 3.229)  -0.993
H (-20.257, 8.828, 4.022)  0.499
H (-20.516, 9.249, 2.590)  0.458
O (-19.490, 12.590, 3.449)  -0.997
H (-20.381, 12.499, 3.785)  0.450
H (-18.958, 12.042, 4.026)  0.490
O (-17.949, 11.418, 5.480)  -1.383
H (-17.995, 12.077, 6.173)  0.337
H (-17.050, 11.474, 5.156)  0.428
O (-19.753, 5.413, 6.196)  -0.953
H (-20.253, 6.156, 5.857)  0.479
H (-19.723, 4.792, 5.468)  0.466



Formula: H14O7
Source: the Open Molecules 2025 dataset
Level of theory: ωB97M-V/def2-TZVPD

Output
- SMILES = O.O.O.O.O.O.O
- energy above the lowest of the compared OMol25 structures with the same formula, charge and spin (eV) = 1.232
- Kohn-Sham gap (eV) = 11.47
- highest occupied orbital energy (Ha) = -0.401

Last column: natural (NBO) charge in e.
Element x y z (Å)
O (-1.285, -2.460, -0.157)  -0.999
H (-1.151, -1.609, 0.382)  0.522
H (-1.950, -2.221, -0.829)  0.481
O (2.113, -1.152, -0.406)  -1.009
H (2.652, -1.467, 0.411)  0.472
H (1.678, -2.020, -0.789)  0.502
O (0.996, -3.273, -1.204)  -0.963
H (1.456, -4.039, -0.698)  0.479
H (0.066, -3.237, -0.762)  0.525
O (-0.306, -0.157, 0.305)  -1.049
H (0.640, -0.469, 0.050)  0.518
H (-0.552, 0.381, -0.492)  0.517
O (-0.857, 3.517, 0.594)  -1.006
H (-0.363, 4.443, 0.768)  0.477
H (-0.535, 2.913, 1.301)  0.498
O (0.047, 1.746, 2.331)  -0.965
H (-0.009, 0.985, 1.690)  0.513
H (-0.887, 1.670, 2.748)  0.472
O (-0.758, 1.810, -1.538)  -0.977
H (-0.657, 2.620, -1.024)  0.514
H (0.015, 1.802, -2.162)  0.476



Formula: H14O7
Source: the Open Molecules 2025 dataset
Level of theory: ωB97M-V/def2-TZVPD

Output
- SMILES = O.O.O.O.O.O.O
- energy above the lowest of the compared OMol25 structures with the same formula, charge and spin (eV) = 1.738
- Kohn-Sham gap (eV) = 10.17
- highest occupied orbital energy (Ha) = -0.366

Last column: natural (NBO) charge in e.
Element x y z (Å)
O (6.542, 6.944, -3.690)  -0.959
H (6.820, 7.433, -4.471)  0.461
H (7.307, 6.977, -3.092)  0.485
O (8.187, 9.361, -1.159)  -0.965
H (8.523, 9.411, -2.061)  0.492
H (7.910, 10.260, -0.950)  0.484
O (7.952, 4.240, -0.655)  -0.960
H (7.595, 3.543, -0.096)  0.488
H (8.807, 3.902, -0.985)  0.485
O (11.027, 5.668, -2.978)  -0.990
H (10.204, 6.112, -2.646)  0.493
H (11.059, 4.830, -2.493)  0.460
O (8.806, 6.422, -1.861)  -0.992
H (8.445, 5.532, -1.674)  0.507
H (8.384, 7.003, -1.212)  0.506
O (7.208, 7.417, 0.698)  -0.959
H (7.477, 8.212, 0.216)  0.485
H (6.247, 7.463, 0.733)  0.469
O (10.328, 3.069, -1.853)  -0.966
H (11.095, 2.623, -2.234)  0.496
H (9.740, 2.351, -1.588)  0.480



Formula: H14O7
Source: the Open Molecules 2025 dataset
Level of theory: ωB97M-V/def2-TZVPD

Output
- SMILES = O.O.O.O.O.O.O
- energy above the lowest of the compared OMol25 structures with the same formula, charge and spin (eV) = 1.546
- Kohn-Sham gap (eV) = 10.57
- highest occupied orbital energy (Ha) = -0.395

Last column: natural (NBO) charge in e.
Element x y z (Å)
O (7.575, -12.187, -26.695)  -0.952
H (8.042, -11.744, -26.011)  0.492
H (6.720, -12.301, -26.306)  0.487
O (3.523, -11.335, -28.728)  -0.966
H (4.140, -10.627, -28.860)  0.472
H (3.961, -12.113, -29.055)  0.474
O (9.498, -10.853, -28.898)  -0.985
H (8.637, -11.305, -29.105)  0.484
H (10.066, -11.537, -28.515)  0.461
O (5.097, -14.118, -29.065)  -0.957
H (5.483, -14.442, -28.258)  0.468
H (5.620, -13.355, -29.338)  0.485
O (5.186, -9.618, -29.950)  -0.967
H (5.487, -8.806, -29.484)  0.491
H (4.517, -9.324, -30.581)  0.504
O (9.408, -14.572, -27.087)  -0.947
H (8.901, -13.758, -27.013)  0.478
H (9.790, -14.713, -26.230)  0.463
O (7.049, -11.750, -29.336)  -0.977
H (7.093, -11.808, -28.374)  0.491
H (6.561, -10.920, -29.520)  0.502